[1]
DFT (ωB97M-V/def2-TZVPD) results for one molecule with the formula C3H9OP.

Calculated values
- E_tot (eV) = -14588.0004
- multiplicity = 3
- energy relative to the best compared isomer or geometry (same formula, charge and spin) (kJ/mol) = 43.4

Structure (XYZ):
```
14
Properties=species:S:1:pos:R:3:forces:R:3:mulliken_charge:R:1
H -0.489363 0.486484 1.684419 -0.0591 -0.8285 0.4635 0.33
C -1.216849 0.077763 0.968251 1.7838 -0.1196 0.8932 -1.31
H -0.945844 -1.179636 -0.778423 -0.1714 -0.6609 0.3460 0.38
C 0.924809 -1.019796 0.244522 -1.3561 -1.9018 -3.1255 -1.49
H 0.636035 2.625044 -0.936728 0.6913 1.0265 -0.2011 0.22
H 1.414594 -1.306037 -0.698896 0.2837 -0.3486 0.2658 0.43
H -1.853608 -0.678427 1.386184 -0.4935 0.0645 0.4541 0.35
P -0.192476 0.819683 -1.473236 2.9123 -1.6355 -0.7210 0.16
C -0.401339 -0.467684 -0.173229 -1.2670 0.9990 -0.1848 0.17
H 0.642150 -1.933188 0.725072 0.5721 -0.6185 0.8721 0.37
H 1.569548 -0.379608 0.706651 1.3303 1.6895 1.8071 0.45
H 1.002809 0.082287 -2.048929 -1.5749 1.1232 -0.6853 0.06
O 0.537653 1.853517 -0.376187 -0.8464 0.2411 0.5732 -0.53
H -1.628119 1.019598 0.770526 -1.8051 0.9697 -0.7573 0.39
```
Positions in Å, forces in eV/Å.

***

[2]
DFT (ωB97M-V/def2-TZVPD) results for an isolated ion of composition C8H19N5S and charge +2.

Calculated values
- E_tot (eV) = -26870.8892
- SMILES = CN/C(=N\SC)N/C=[NH+]\C=[NH+]\C(C)C
- multiplicity = 1
- energy relative to the best compared isomer or geometry (same formula, charge and spin) (kJ/mol) = 324.2
- charge = +2

Structure (XYZ):
```
33
Properties=species:S:1:pos:R:3:forces:R:3:mulliken_charge:R:1
H 4.617732 -1.110677 -0.458093 0.1383 -0.3753 0.7788 0.42
H 4.741229 -0.689238 -2.056958 1.6294 1.0394 -2.1542 0.37
H -1.758312 -1.089654 -0.468549 -1.8375 -0.2267 -0.5307 0.30
C -4.004411 -0.736391 0.157450 0.9167 0.4518 -1.0703 -1.22
S 2.120923 -1.857026 0.780216 -0.2642 0.8883 0.4929 0.06
H -3.904777 0.693731 -2.178611 1.1762 -1.1513 0.7066 0.36
H -4.624741 -1.043342 -0.691321 -0.2921 -0.3696 0.7660 0.40
H -4.403870 0.233304 0.511268 -0.1161 -0.6857 0.1875 0.35
N -2.062644 0.753841 0.113461 0.8418 1.3110 0.7340 -0.20
H 0.008791 0.088904 -0.019162 -1.2497 0.7120 0.3496 0.41
C -2.664143 -0.408141 -0.538475 0.5327 0.3087 -0.4338 0.31
C 2.427836 0.702054 -0.077901 -1.2715 -3.9315 1.2789 0.54
N 2.149899 1.974836 0.421233 -1.7686 4.6515 1.5886 -0.08
H 2.947660 2.723123 0.471511 -1.8044 -1.9821 -0.1287 0.35
H 3.881323 1.318820 -1.310962 -0.0694 0.2385 -0.0823 0.25
H 0.562513 -1.603930 2.881846 0.1263 0.2765 -1.1358 0.33
H -2.803485 1.473672 0.305467 1.4281 -0.2906 0.1728 0.39
C 4.063334 -0.760614 -1.297339 -2.9720 -0.9760 1.1710 -1.10
N 1.726028 -0.236676 0.537880 1.0330 1.5468 -0.3112 -0.58
H 0.170807 -2.797572 1.445207 -1.3597 0.2551 0.3169 0.35
C -3.010894 0.010841 -1.971961 0.6295 -2.0526 -2.1402 -1.33
H 0.996970 3.275703 1.695445 0.6496 0.4573 -0.3315 0.39
H 3.326593 -1.511902 -1.669182 0.5132 0.5026 0.5925 0.35
H -0.941151 2.403342 1.579040 0.8832 -0.2898 -0.6702 0.31
H -3.884427 -1.486440 0.918249 -0.3753 -0.1106 0.4071 0.33
H 1.374493 -3.114206 2.600251 -0.3592 0.9783 -0.6504 0.39
C 0.968705 2.446748 1.007268 3.3418 -2.0092 -1.2027 -0.10
C 0.873819 -2.252178 2.041205 1.6474 -2.3036 0.7803 -1.00
N 3.364829 0.513089 -0.997433 1.5328 0.8485 -0.7878 -0.25
H -3.112510 -1.034539 -2.485095 -0.6253 1.9149 0.6409 0.38
H -2.128435 0.365568 -2.535519 -0.3152 0.3743 0.4654 0.40
C -0.774422 0.855775 0.305293 -0.9851 -1.2708 -0.8864 0.16
N -0.245266 1.899160 0.984257 -1.3548 1.2699 1.0863 -0.06
```
Positions in Å, forces in eV/Å.

***

[3]
DFT (ωB97M-V/def2-TZVPD) results for C28H38CoN4P2 as an isolated structure.

Calculated values
- E_tot (eV) = -91804.4562
- multiplicity = 4
- energy relative to the best compared isomer or geometry (same formula, charge and spin) (kJ/mol) = 553.5

Structure (XYZ):
```
73
Properties=species:S:1:pos:R:3:forces:R:3:mulliken_charge:R:1
H 3.115019 2.370509 -2.600499 0.5624 -0.2667 -0.2428 0.23
C 0.857381 0.425741 5.792925 -0.1985 -0.0194 -0.8400 -0.82
C -2.443915 -0.560427 -4.530532 0.2389 -0.1628 1.3470 -0.79
H -1.853485 -2.846222 -1.021656 -0.3351 0.0178 0.0352 0.83
C 2.919072 1.177974 -0.885207 2.3482 -0.1165 0.1763 0.07
C 1.052154 0.520801 -2.796003 0.0841 -0.3749 -1.3085 -0.45
C 1.930784 1.812775 -0.284496 0.1077 1.6387 0.4331 0.29
H 2.621668 0.754225 -4.269847 -0.2140 -0.5195 1.0932 0.36
C 3.848987 -1.434250 0.596265 -1.7658 0.4805 0.0331 -0.76
C 2.510400 0.428760 -3.187284 -0.2357 -0.3169 -0.5536 -0.95
H -0.565349 -3.244148 0.024494 -0.2030 0.6266 -0.3194 0.38
H -1.134864 -2.360261 -5.046776 -0.0855 0.4515 0.0945 0.45
H -6.355184 -1.652272 -0.443270 -0.0328 0.0436 0.1860 0.44
C -1.501484 -1.625751 -4.331621 0.2626 0.0512 1.3695 -0.77
H 1.724967 1.588436 4.052311 -0.1564 -0.1613 0.1575 0.57
C -4.121623 0.600096 0.521142 -0.6173 0.3580 -0.1203 -0.38
H 1.102937 -2.282922 2.666262 -0.0919 -0.1481 0.2907 0.61
C -1.360577 -2.495036 -0.119830 -1.0541 -1.1889 -0.4283 -2.41
H -0.473340 1.838904 -0.637783 -0.5005 -0.5883 0.1017 -2.06
H 2.147784 3.900453 -0.761999 -0.5049 -0.4416 0.1434 0.46
C -0.649487 1.371796 1.463410 -0.0357 0.9722 0.2829 -1.35
C 0.330369 -2.359394 1.900033 0.5623 -1.1400 1.1051 -2.30
H 0.670068 -3.186758 1.255818 0.1064 0.5409 0.0843 0.70
N -1.905193 -0.641256 -2.320629 0.5926 -0.1438 0.8016 1.15
H 0.070688 3.756038 -2.388389 0.4098 -0.4430 -0.1202 0.41
N -3.322851 -0.432138 0.027700 0.7032 -0.4055 -0.0740 0.49
Co 0.596768 -1.068529 -0.221762 -2.7246 0.6049 -0.3083 -0.37
N 2.209520 -0.292209 1.739090 -0.3102 -1.2008 -1.7833 0.88
C -5.497749 -1.060799 -0.163154 1.0885 0.0484 -0.1142 -0.67
H 3.642275 0.560920 -0.329586 -1.1626 0.3223 -0.3067 0.24
N 0.340626 -0.034009 3.647779 -0.5626 0.0225 0.1442 0.66
H 1.795017 -1.963282 0.148986 1.6241 -0.1506 0.4225 0.21
H 4.415779 1.156863 -2.467397 -0.3750 0.1053 0.1912 0.46
P -1.541356 -0.369569 -0.521848 0.1392 -0.6237 -0.1750 0.77
H 3.408908 0.337772 3.420141 0.0570 -0.0209 -0.7827 0.40
C 0.876344 3.004534 -2.241064 -0.2167 1.4260 -0.9526 -1.15
H -6.323072 0.883140 0.592328 0.2586 -0.0425 0.2106 0.45
C -4.187041 -1.463473 -0.339693 -0.4748 0.4708 0.1851 -0.51
C -5.462226 0.261962 0.381622 1.0025 -0.2929 -0.1926 -0.76
H -3.452985 0.749917 -3.000624 0.6190 -0.3230 -0.0108 0.45
C 1.094439 0.817091 4.478224 -0.6643 -1.2741 0.4217 -0.60
H 0.545314 -0.442362 -2.910225 -0.1224 0.8586 -0.3780 0.46
H 5.442856 -0.946990 2.029063 -0.1803 0.2864 0.1713 0.43
H 1.698588 3.313320 -2.895449 -0.3098 0.1483 0.0646 0.45
H -3.710909 1.493273 0.997909 -0.1345 -0.4681 -0.4396 0.31
H -2.057360 -2.610844 0.729415 0.5145 0.1522 -0.3358 0.37
H -1.463436 1.468050 2.214499 0.4610 -0.3293 -0.3144 0.38
H -0.488861 -1.194074 6.620231 -0.0738 0.0395 0.0514 0.46
H 1.301571 0.881726 6.675745 -0.1505 -0.1545 -0.3066 0.41
C 0.375145 1.659476 -2.634187 -1.1983 0.1249 -0.6297 0.16
H -0.697313 1.738004 -2.866193 0.2993 -0.9362 0.6701 0.31
C -1.223778 1.400625 0.023660 -0.6743 0.6888 0.5451 1.05
H 0.560481 3.439767 -0.087737 0.2439 0.0376 -0.5159 0.27
C 4.407659 -0.817927 1.738405 -0.5156 0.1123 -0.1247 -0.92
H 0.045717 2.207958 1.696883 -0.4768 -0.0448 -0.4564 0.52
H 2.819505 -0.636905 -3.129592 0.0648 0.6170 0.0248 0.28
H -2.865309 -0.268021 -5.483968 -0.1458 -0.0214 0.2964 0.46
H -0.623734 -2.705711 2.340267 0.4970 0.4994 -0.3211 0.40
H -0.467321 -2.280653 -2.405490 -0.6103 0.4613 -0.6225 0.32
H -3.790902 -2.426182 -0.608974 -0.1682 0.1461 -0.3555 0.36
C 1.351101 3.121751 -0.791318 0.4854 -0.3651 0.3172 -1.23
C -1.164683 -1.641130 -2.975789 -0.8474 0.2540 -0.8066 -0.66
C 3.390329 -0.111309 2.420536 -0.1520 -1.2264 -0.6332 -0.28
H -1.119048 -1.585185 3.975418 0.3676 0.4246 0.4492 0.29
H 4.317903 -2.068927 -0.154239 0.0758 0.1803 0.4020 0.47
H -2.149377 2.001340 -0.057104 0.6058 -0.0128 0.2432 1.20
C -0.441121 -0.871424 4.451371 0.8599 0.1714 0.2335 -0.40
C 3.337556 1.337759 -2.319390 0.6329 1.0470 0.4370 -0.75
P 0.252266 -0.233505 1.887520 -0.7290 0.0083 0.0156 1.48
C -0.099803 -0.660226 5.771522 0.2659 0.8143 -0.8580 -0.69
C 2.474935 -1.057917 0.513566 2.0266 -1.1379 3.0747 -0.72
H 1.611034 1.547486 0.712158 0.6377 0.1722 -0.1598 0.53
C -2.699180 0.002750 -3.276094 0.2062 -0.3640 -0.4156 -0.62
```
Positions in Å, forces in eV/Å.

***

Q: Among the records above, which one has the lowest E_tot?
A: C28H38CoN4P2